# 1
# C2H4NO3

A 2-piece molecular cluster, C2H4NO3 overall at a distorted geometry (ωB97M-V/def2-TZVPD, OMol25).

```
10
Properties=species:S:1:pos:R:3:nbo_charge:R:1
N -0.65137 -1.22809 1.87248 -0.9117
C -0.40066 -0.68106 0.61440 0.8506
O 0.79890 -0.42760 0.33750 -0.8089
O -1.42144 -0.52833 -0.13731 -0.8406
H -1.53758 -1.66151 2.03345 0.3687
H 0.20889 -1.60406 2.30145 0.3693
O 1.90472 1.40542 -2.06065 -0.5651
C 0.70646 1.52459 -1.78281 0.2534
H 0.25458 2.58214 -1.72658 0.0689
H 0.13750 0.61849 -1.45194 0.2154
```

Values from the calculation:
Multiplicity ... 1
Lowest unoccupied orbital energy ... 0.1603 hartree
Gap between HOMO and LUMO ... 0.3124 hartree
E_HOMO ... -0.1521 Eh
Net charge ... -1
DFT total energy ... -9772.562 eV

***

# 2
# C2H4NO3P

One molecule with the formula C2H4NO3P at a distorted geometry (ωB97M-V/def2-TZVPD, OMol25).

```
11
Properties=species:S:1:pos:R:3:nbo_charge:R:1
C 1.70761 -0.84421 0.17560 0.7803
C 0.59894 -0.57099 1.20443 -0.4051
N -0.26959 0.48817 0.71106 -0.1011
O 1.90001 -1.92121 -0.27876 -0.5420
O -1.25843 -0.08550 -0.12075 -0.5461
O 2.35469 0.21428 -0.19944 -0.7477
P 1.89602 1.76049 0.34171 0.6843
H 0.20212 -1.49560 1.46001 0.2392
H 1.23221 -0.07684 1.98751 0.2251
H -1.87039 0.51680 -0.38158 0.4759
H 1.22816 2.07631 -0.96755 -0.0628
```

Values from the calculation:
Multiplicity ... 1
Lowest unoccupied orbital energy (alpha / beta) ... -0.0364 / -0.0301 hartree
Gap between HOMO and LUMO (alpha / beta) ... 0.3083 / 0.2805 hartree
E_HOMO (alpha / beta) ... -0.3447 / -0.3106 Eh
Net charge ... 0
DFT total energy ... -19055.883 eV